1.
Formula: CH4NO2P
Source: OMol25
Level of theory: wB97M-V/def2-TZVPD

```
! RIJCOSX wB97M-V def2-TZVPD def2/J DEFGRID3
* xyz 0 1
C 0.46044 0.06290 0.52341
N -0.37700 0.65689 1.57412
O 0.17612 1.14088 2.53865
O -1.56596 0.50803 1.39710
P -0.31449 -0.16245 -1.11377
H 1.55362 0.30193 0.34039
H 0.59783 -1.64410 1.41991
H -0.78647 1.15966 -1.43525
H -1.56972 -0.19694 -0.52876
*
```

Computed properties:
Calculated total energy, a.u.: -586.82555
Relative energy (zero: lowest compared OMol25 entry of this formula, charge and spin), kJ/mol: 786.1
HOMO level (alpha / beta), eV: -10.27 / -10.27
HOMO-LUMO gap (alpha / beta), eV: 8.56 / 8.56

2.
Formula: C38H29IN2PPdS3Te
Source: OMol25
Level of theory: wB97M-V/def2-TZVPD

```
! RIJCOSX wB97M-V def2-TZVPD def2/J DEFGRID3
* xyz 1 1
Pd 0.47591 -0.20664 -0.26273
I 0.71112 -1.16552 -2.66819
C 0.89360 -3.25859 -2.61326
C 1.49977 -3.70142 -3.75804
C 1.61412 -5.07309 -4.03603
C 1.08998 -5.95752 -3.14802
C 0.47839 -5.52060 -1.94762
C -0.01991 -6.51797 -1.07732
C -0.58751 -6.18314 0.10925
C -0.64955 -4.82796 0.46596
C -0.20260 -3.80327 -0.33802
P -0.25713 -2.19834 0.57520
C -1.74391 -2.25658 1.59368
C -1.78522 -2.83701 2.86172
C -2.97598 -2.86539 3.57108
C -4.12701 -2.32132 3.01721
C -4.08814 -1.73240 1.76110
C -2.89680 -1.68828 1.05384
C 1.22329 -2.33251 1.61582
C 2.37376 -2.91923 1.08172
C 3.58684 -2.80514 1.74299
C 3.66261 -2.10752 2.93967
C 2.52004 -1.54093 3.49073
C 1.30560 -1.64861 2.83156
C 0.36998 -4.13203 -1.61540
H 1.88639 -2.99040 -4.47579
H 2.09299 -5.40096 -4.94770
H 1.13529 -7.02259 -3.33516
H 0.06843 -7.55299 -1.38235
H -0.97072 -6.93608 0.78358
H -1.06784 -4.59662 1.43377
H -0.89078 -3.25958 3.30272
H -3.00222 -3.30353 4.55977
H -5.05415 -2.34351 3.57454
H -4.98212 -1.29479 1.33746
H -2.85975 -1.20548 0.08437
H 2.32272 -3.46026 0.14398
H 4.47344 -3.26081 1.32213
H 4.61231 -2.01001 3.44939
H 2.58007 -1.00510 4.42853
H 0.41530 -1.21187 3.26195
C 2.84533 1.62021 1.45932
Te 1.99694 1.87650 -0.47827
C 3.78249 0.91266 -1.18144
C 4.74569 0.91471 -0.01947
C 6.08003 0.55763 -0.19626
C 6.94969 0.54791 0.88047
C 6.49410 0.89910 2.14624
C 5.17006 1.25782 2.32908
C 4.29053 1.26565 1.24857
H 2.28510 0.83035 1.95564
H 2.69678 2.53302 2.03177
H 4.16753 1.44026 -2.05201
H 3.51007 -0.09923 -1.48244
H 6.43897 0.29351 -1.18382
H 7.98657 0.27708 0.73255
H 7.17577 0.90254 2.98647
H 4.80833 1.53445 3.31309
S -1.63354 0.30724 6.63356
C -1.08313 0.66449 5.13037
S -2.04743 0.53927 3.68506
C -0.71177 1.08685 2.72501
N 0.34338 1.37066 3.40392
N 0.15156 1.11018 4.73574
C 1.27593 1.36965 5.58419
C 1.63958 0.46921 6.57358
C 2.77232 0.72547 7.33350
C 3.53204 1.86322 7.10486
C 3.15260 2.75903 6.11364
C 2.02115 2.51666 5.35103
S -0.87641 1.29434 0.99804
H 1.04025 -0.41091 6.75499
H 3.05736 0.02882 8.11068
H 4.41077 2.05825 7.70485
H 3.72982 3.65842 5.94262
H 1.70565 3.21095 4.58389
*
```

Computed properties:
Calculated total energy, a.u.: -3804.30920
Relative energy (zero: lowest compared OMol25 entry of this formula, charge and spin), kJ/mol: 80.0
HOMO level, eV: -10.05
HOMO-LUMO gap, eV: 5.92

3.
Formula: C43H69N2PPtSSb
Source: OMol25
Level of theory: wB97M-V/def2-TZVPD

```
! RIJCOSX wB97M-V def2-TZVPD def2/J DEFGRID3
* xyz -1 1
Pt -0.17163 0.47440 -1.06845
C 1.72276 3.67132 -0.62085
C 2.08722 2.56085 0.36490
C 3.56727 2.64509 0.75082
C 1.18758 2.61294 1.58523
C 1.28192 3.69004 2.46003
C 0.50895 3.76231 3.60570
C -0.38928 2.74802 3.88707
C -0.53441 1.65456 3.03450
C -1.53914 0.56932 3.40518
C -2.88656 1.14217 3.85418
C -1.00261 -0.33959 4.51656
C 0.27854 1.59973 1.88748
N 0.24117 0.43789 1.04086
C 0.70671 -0.61990 1.59949
C 0.65328 -1.96692 1.10807
C 1.28216 -2.93693 1.90968
C 1.19737 -4.28155 1.65233
C 0.40774 -4.67334 0.55692
C -0.24962 -3.76502 -0.22617
C -0.15136 -2.34771 -0.00785
N -0.79088 -1.44876 -0.76567
C -1.77068 -1.95416 -1.67050
C -3.05302 -2.22051 -1.16739
C -4.01391 -2.75408 -2.02148
C -3.72765 -2.99365 -3.35611
C -2.46705 -2.69394 -3.84472
C -1.46747 -2.18250 -3.02036
C -0.08874 -1.92744 -3.60438
C -0.15842 -1.11880 -4.90074
C 0.66595 -3.23846 -3.85388
C -3.40658 -1.94323 0.28516
C -4.81223 -1.35371 0.44048
C -3.29693 -3.19161 1.16803
H 2.34937 3.59974 -1.51312
H 1.87499 4.65712 -0.16796
H 0.68467 3.57936 -0.94562
H 1.92424 1.61028 -0.14707
H 3.83211 3.64313 1.11071
H 4.18805 2.43591 -0.12433
H 3.82929 1.93062 1.53495
H 1.98235 4.48580 2.23402
H 0.60437 4.60828 4.27580
H -0.99309 2.80512 4.78491
H -1.71174 -0.04561 2.52033
H -2.79325 1.68791 4.79586
H -3.59922 0.32969 4.01908
H -3.31411 1.82171 3.12047
H -0.83223 0.23914 5.42896
H -0.06020 -0.81505 4.24468
H -1.72104 -1.13006 4.74706
H 1.15474 -0.51183 2.58941
H 1.84244 -2.58611 2.77107
H 1.70088 -5.00788 2.27493
H 0.30791 -5.72694 0.31801
H -0.86116 -4.11947 -1.04239
H -5.00418 -2.97202 -1.63947
H -4.48762 -3.39510 -4.01634
H -2.24364 -2.86643 -4.89138
H 0.47157 -1.32725 -2.88747
H -0.54088 -1.72043 -5.73202
H 0.84115 -0.77061 -5.16801
H -0.78637 -0.23510 -4.78186
H 0.09955 -3.89149 -4.52641
H 0.86224 -3.78599 -2.93442
H 1.62839 -3.02637 -4.32887
H -2.68430 -1.21026 0.65174
H -5.57377 -2.13694 0.39147
H -5.03865 -0.61859 -0.33238
H -4.91228 -0.86693 1.41437
H -3.96670 -3.97388 0.79788
H -3.59596 -2.95130 2.19309
H -2.28572 -3.59589 1.19596
C 6.36399 0.53584 -1.75945
C 5.85455 -0.88706 -1.54190
Sb 3.79657 -0.92026 -0.86175
C 4.20700 -1.01292 1.27909
C 5.66203 -0.88505 1.71609
C 3.58666 -3.04993 -1.10423
C 4.66294 -3.91042 -0.45382
H 7.38471 0.55527 -2.15276
H 6.36688 1.10591 -0.82619
H 5.72813 1.08390 -2.45840
H 6.49523 -1.43166 -0.84665
H 5.85802 -1.44741 -2.48165
H 3.78732 -1.95842 1.62354
H 3.60264 -0.22375 1.73373
H 6.26619 -1.71987 1.35347
H 5.75287 -0.86825 2.80698
H 6.12459 0.03135 1.33974
H 3.54573 -3.22622 -2.18198
H 2.60042 -3.30165 -0.71494
H 5.65150 -3.71304 -0.87630
H 4.45687 -4.97749 -0.58784
H 4.72563 -3.73244 0.62267
S 0.34993 1.27847 -2.99405
C -4.98162 2.05878 0.16654
C -3.56390 1.52807 -0.01747
P -2.21815 2.74878 -0.37393
C -2.70741 4.13986 0.76891
C -1.77982 5.34963 0.67187
C -2.88941 3.40477 -1.97413
C -1.89826 4.25203 -2.77109
H -5.70657 1.24639 0.26007
H -5.29046 2.67723 -0.67866
H -5.06706 2.67325 1.06549
H -3.50969 0.82529 -0.85553
H -3.25061 0.94733 0.85057
H -2.65976 3.73566 1.78543
H -3.74404 4.44996 0.59442
H -0.75288 5.07615 0.91378
H -2.09048 6.13874 1.36268
H -1.77658 5.77767 -0.33147
H -3.81370 3.96335 -1.78756
H -3.16312 2.52279 -2.56143
H -1.66026 5.18763 -2.26067
H -2.31372 4.51334 -3.74854
H -0.97560 3.69527 -2.93242
*
```

Computed properties:
Calculated total energy, a.u.: -2888.55270
HOMO level (alpha / beta), eV: -3.25 / -3.25
HOMO-LUMO gap (alpha / beta), eV: 5.75 / 5.75

4.
Formula: C4H7O2
Source: OMol25
Level of theory: wB97M-V/def2-TZVPD

```
! RIJCOSX wB97M-V def2-TZVPD def2/J DEFGRID3
* xyz 1 1
C 0.55749 -0.46223 -1.98368
C 1.80366 -0.99554 0.14703
C -0.63596 0.94331 1.69196
C -1.74243 0.67332 1.09995
O 2.33223 -1.42484 1.05175
O 1.30762 -0.32377 -0.71234
H 1.21524 -0.59557 -2.86035
H -0.22985 -1.19921 -1.86211
H 0.27132 0.54846 -2.13151
H 0.24196 1.19404 1.14955
H -0.56258 0.66873 2.82072
H -2.72144 0.47698 1.61462
H -1.83727 0.49632 -0.02561
*
```

Computed properties:
Calculated total energy, a.u.: -306.69319
Relative energy (zero: lowest compared OMol25 entry of this formula, charge and spin), kJ/mol: 262.4
HOMO level, eV: -13.85
HOMO-LUMO gap, eV: 8.70

5.
Formula: C30H34BiNO8S
Source: OMol25
Level of theory: wB97M-V/def2-TZVPD

```
! RIJCOSX wB97M-V def2-TZVPD def2/J DEFGRID3
* xyz -2 1
C 0.74746 -1.67861 -7.00983
C 0.48266 -0.74193 -5.83104
C 1.62750 -2.81712 -6.46964
C 2.22264 -2.37071 -5.08043
H 2.43582 -2.99554 -7.18194
H 1.03243 -3.73248 -6.38380
C 1.75646 -0.80610 -5.01947
H -0.37936 -1.10847 -5.25274
H 0.25042 0.25728 -6.21625
C 1.76696 0.18863 -3.82289
H 2.55786 -0.36496 -5.65264
H 3.32342 -2.33275 -5.17543
C 1.98897 -3.44029 -4.09036
C -0.55160 -2.11387 -7.66206
C 1.41819 -1.00020 -8.21049
O 2.33258 -1.47278 -8.86693
O -1.60296 -2.23770 -7.05142
O -0.43813 -2.33976 -8.98215
O 0.89815 0.20375 -8.50231
C 1.45186 0.71939 -9.71722
H 0.95346 1.67164 -9.88532
H 1.25209 0.01763 -10.53323
H 2.53257 0.84921 -9.61250
C -1.66597 -2.72968 -9.60179
H -2.09934 -3.59915 -9.09466
H -1.39676 -2.97147 -10.62836
H -2.39053 -1.90584 -9.57581
O 0.73835 0.22886 -2.82981
H 1.66786 1.19953 -4.27387
H 2.76451 0.14660 -3.34066
C 3.05803 -3.85630 -3.16004
C 0.61872 -3.92377 -3.86419
H 0.44255 -4.89877 -4.35473
H -0.12409 -3.21030 -4.25451
H 0.42213 -4.09742 -2.78983
H 2.62840 -4.20451 -2.20634
H 3.76194 -3.03294 -2.94517
H 3.65256 -4.70661 -3.54083
Bi 0.82448 -0.78249 -0.99987
C 1.88756 1.50372 1.02420
C 2.52505 1.44902 -0.25933
C 1.81481 2.34996 -1.12068
H 3.45489 0.92693 -0.48507
C 0.73788 2.90796 -0.38784
C 0.78479 2.38873 0.93713
H 0.11248 2.63988 1.75703
H 2.22940 0.99052 1.91526
H 2.08482 2.58292 -2.14862
H 0.02299 3.63622 -0.77065
C -1.82815 -1.73970 0.39217
C -2.08794 -0.48824 0.98649
C -1.89620 0.52948 0.03483
H -2.43158 -0.33868 2.01106
C -1.55231 -0.07806 -1.21652
C -1.51653 -1.53498 -0.99776
H -1.45798 -2.30099 -1.77519
H -1.94113 -2.71031 0.87111
H -2.03922 1.59980 0.18585
H -1.57151 0.41734 -2.18727
O -0.32660 -4.20903 4.71521
S -0.89242 -3.18851 3.86981
O -2.26841 -3.31754 3.44742
N 0.07236 -2.76469 2.60118
C 0.54801 -1.51371 2.61117
O 1.21395 -0.98455 1.66988
C 0.13529 -0.79404 3.85191
C 0.28104 0.55371 4.20506
C -0.36969 1.03604 5.34576
C -1.13832 0.17742 6.15185
C -1.31726 -1.16364 5.78105
C -0.67606 -1.60257 4.62574
H 0.89815 1.19702 3.58114
H -0.28628 2.09148 5.61442
H -1.61216 0.55369 7.05866
H -1.93079 -1.86115 6.34956
*
```

Computed properties:
Calculated total energy, a.u.: -2432.86869
HOMO level (alpha / beta), eV: 0.79 / 0.79
HOMO-LUMO gap (alpha / beta), eV: 3.04 / 3.04

6.
Formula: C11H20BCl2IO5P
Source: OMol25
Level of theory: wB97M-V/def2-TZVPD

```
! RIJCOSX wB97M-V def2-TZVPD def2/J DEFGRID3
* xyz -1 1
C -1.55357 4.34161 1.32322
C -1.07012 2.89545 0.66905
C 0.54973 2.84965 0.41471
C 1.44329 2.57969 1.78529
C 1.92214 1.01582 1.96708
C 0.71217 -0.02132 2.37748
C 0.74313 -1.42180 1.46526
C 0.29222 -1.17335 -0.09181
Cl 1.54623 -0.68098 -1.36430
O -0.90659 -0.27458 -0.06711
C -1.72435 -0.48442 -1.28962
O -2.25943 0.52101 -2.00387
C -1.78280 -2.13057 -1.57659
P -1.92909 -2.35661 -3.46435
O -0.60843 -1.51564 -4.30124
Cl -3.78691 -1.47015 -4.12995
C -0.40582 -2.52606 -0.78548
B 0.60041 -3.68409 -1.37090
O 1.37902 -4.48935 -0.36489
O 0.86762 -3.99829 -2.78724
H -1.75583 5.10484 0.43397
H -2.57358 4.11902 1.87189
H -0.80664 4.74810 2.12823
H -1.48761 2.04091 1.35128
H -1.60623 2.78500 -0.38630
H 0.84582 3.90037 -0.04869
H 0.78019 2.00932 -0.37293
H 2.44145 3.22112 1.65813
H 0.88683 3.01764 2.72896
H 2.44937 0.68462 0.95400
H 2.73878 0.96454 2.80979
H -0.34636 0.49271 2.38278
H 0.91741 -0.35064 3.49991
H 1.86313 -1.79816 1.44428
H 0.04878 -2.20190 2.04374
H -2.66723 -2.43820 -0.87295
H -0.20290 -0.81977 -3.68300
H -0.84118 -3.06353 0.18776
H 0.95799 -4.41744 0.54133
H 1.37948 -3.26132 -3.23654
I 2.94948 -2.71321 -1.84037
*
```

Computed properties:
Calculated total energy, a.u.: -2391.50919
Relative energy (zero: lowest compared OMol25 entry of this formula, charge and spin), kJ/mol: 423.3
HOMO level, eV: -3.01
HOMO-LUMO gap, eV: 5.55

7.
Formula: C23H47BBr2F3IN3O7P2S2
Source: OMol25
Level of theory: wB97M-V/def2-TZVPD

```
! RIJCOSX wB97M-V def2-TZVPD def2/J DEFGRID3
* xyz -1 1
C 3.47407 -5.39757 -0.61930
O 3.70503 -4.20016 -1.38976
C 3.53764 -3.07938 -0.50323
C 3.86589 -1.67728 -1.16364
C 3.24643 -1.46377 -2.61273
C 3.60951 -0.01111 -3.17047
C 2.37649 1.00192 -3.21073
C 2.64528 2.34602 -2.40813
C 1.39940 2.74901 -1.47564
C 1.40785 1.67674 -0.28040
C 0.08476 1.77839 0.65422
S 0.17542 3.47169 1.39275
N -1.04601 1.73514 -0.31476
C -2.37223 1.21493 0.17410
C -3.07681 2.32158 1.04175
C -4.56062 2.04846 1.51989
C -5.68361 2.42343 0.42010
I -7.01176 0.69624 0.07279
P -3.36093 0.82785 -1.43380
N -2.46557 -0.35459 -2.38880
O -3.43752 2.25292 -2.38284
C -2.11438 -0.19462 0.84753
C -3.39854 -1.10442 1.06790
C -3.30309 -2.47868 0.23797
C -2.46947 -3.60458 0.98075
F -2.15415 -3.33481 2.31939
Br -3.66234 -5.22718 1.04348
C -1.17545 -4.06147 0.11401
F -0.47089 -2.97816 -0.39565
F -0.35562 -4.94178 0.80373
Br -1.79773 -5.07479 -1.50147
C -1.15876 -0.11069 2.16187
P -1.97083 0.49427 3.70539
C -1.41009 2.10155 4.45002
C -2.22848 -0.82048 5.02756
C 0.21380 0.55107 1.64802
B 1.38019 0.67835 2.77371
N 2.29375 -0.50838 2.99726
O 1.61607 1.78270 3.62680
H 4.08250 -5.42260 0.33834
H 2.36409 -5.41042 -0.35253
H 3.72967 -6.33165 -1.20001
H 2.51166 -3.13522 -0.01630
H 4.29130 -3.22115 0.34773
H 4.99737 -1.58991 -1.19640
H 3.46247 -0.84455 -0.50058
H 3.78124 -2.20718 -3.29266
H 2.14483 -1.72597 -2.67541
H 4.01218 -0.10091 -4.21988
H 4.39377 0.42383 -2.48671
H 2.15232 1.18109 -4.30964
H 1.47214 0.42663 -2.80170
H 3.59708 2.27432 -1.80699
H 2.81574 3.17932 -3.16618
H 1.59828 3.78804 -1.08182
H 0.48915 2.67445 -2.14474
H 1.47273 0.65041 -0.75023
H 2.34698 1.92292 0.31539
H -0.12948 4.34472 0.36117
H -0.75124 1.12135 -1.10344
H -1.22622 2.66474 -0.73823
H -2.49763 2.64198 1.96546
H -3.11872 3.26932 0.39899
H -4.75393 2.79473 2.36276
H -4.75183 1.03964 1.97452
H -5.21317 2.74541 -0.56383
H -6.36014 3.24055 0.79328
H -1.96496 0.18712 -3.11827
H -3.18859 -0.89338 -2.88372
H -4.19340 2.15081 -2.99508
H -1.46660 -0.77346 0.10001
H -3.51700 -1.29238 2.18418
H -4.37266 -0.63335 0.73879
H -2.90701 -2.33409 -0.80582
H -4.38084 -2.82778 0.13856
H -0.89434 -1.21243 2.33653
H -0.48910 1.90793 5.09575
H -2.20967 2.41864 5.20216
H -1.28522 2.97758 3.75776
H -2.06692 -0.30794 6.03444
H -1.44466 -1.62834 4.94897
H -3.28761 -1.21606 5.04993
H 0.62881 -0.26721 0.95800
H 3.10091 -0.47307 2.36670
H 1.75884 -1.37669 2.84815
H 2.55851 1.86985 3.85972
O 6.00683 2.62327 -3.39682
S 5.67645 2.36236 -4.82252
O 6.61462 3.10008 -5.69555
O 4.28208 2.81084 -5.09039
O 5.78169 0.90547 -5.09148
*
```

Computed properties:
Calculated total energy, a.u.: -8844.60009
HOMO level, eV: -1.65
HOMO-LUMO gap, eV: 2.24

Among the records above, which one has the highest calculated total energy? C4H7O2